116
Properties=species:S:1:pos:R:3:lowdin_charge:R:1 method="wB97M-V/def2-TZVPD" charge=+1 e_homo_ev=-10.0443
Ga -0.010 0.050 -0.614 0.51
C -5.229 -2.970 -1.094 -0.06
C -4.675 -1.739 -0.777 -0.06
C -3.317 -1.643 -0.563 -0.11
C -2.502 -2.771 -0.670 -0.37
C -3.053 -3.999 -1.007 -0.08
C -4.422 -4.090 -1.208 -0.06
P -0.777 -2.418 -0.205 1.05
C 0.410 -3.748 -0.505 -0.34
C 0.628 -4.212 -1.801 -0.09
C 1.741 -4.984 -2.075 -0.07
C 2.648 -5.282 -1.069 -0.07
C 2.432 -4.829 0.222 -0.08
C 1.320 -4.057 0.506 -0.10
C -1.068 -2.490 1.592 -0.38
C -1.655 -3.644 2.104 -0.07
C -2.019 -3.704 3.434 -0.05
C -1.876 -2.580 4.233 -0.05
C -1.282 -1.440 3.722 -0.09
C -0.824 -1.387 2.409 -0.27
Si 0.416 -0.059 1.796 0.71
C -0.288 1.553 2.577 -0.29
C -0.156 1.805 3.939 -0.10
C -0.866 2.814 4.566 -0.05
C -1.726 3.614 3.834 -0.05
C -1.808 3.443 2.466 -0.08
C -1.104 2.420 1.837 -0.40
P -1.110 2.408 0.004 1.08
C -2.838 2.868 -0.375 -0.35
C -3.839 2.313 0.423 -0.10
C -5.172 2.558 0.148 -0.06
C -5.524 3.329 -0.949 -0.06
C -4.537 3.838 -1.776 -0.07
C -3.204 3.599 -1.499 -0.11
C 0.059 3.807 -0.220 -0.32
C -0.004 4.754 -1.236 -0.08
C 1.014 5.679 -1.405 -0.07
C 2.140 5.635 -0.601 -0.07
C 2.217 4.695 0.416 -0.06
C 1.180 3.802 0.613 -0.11
C 1.992 -0.826 2.601 -0.25
C 1.937 -1.053 3.979 -0.10
C 2.946 -1.681 4.680 -0.06
C 4.061 -2.151 4.004 -0.06
C 4.120 -1.976 2.641 -0.13
C 3.118 -1.299 1.928 -0.40
P 3.626 -1.394 0.160 1.13
C 5.049 -0.235 0.369 -0.38
C 4.952 0.868 1.212 -0.10
C 5.986 1.780 1.280 -0.07
C 7.133 1.585 0.526 -0.08
C 7.252 0.464 -0.279 -0.08
C 6.205 -0.437 -0.371 -0.09
C 2.823 -0.228 -1.039 -0.42
C 2.906 -0.714 -2.345 -0.12
C 2.744 0.128 -3.434 -0.07
C 2.482 1.473 -3.231 -0.06
C 2.339 1.963 -1.940 -0.06
C 2.510 1.124 -0.846 -0.17
H -6.290 -3.051 -1.270 0.11
H -5.300 -0.863 -0.701 0.11
H -2.859 -0.681 -0.319 0.09
H -2.423 -4.872 -1.117 0.11
H -4.865 -5.044 -1.448 0.11
H -0.074 -3.966 -2.586 0.10
H 1.915 -5.341 -3.078 0.11
H 3.528 -5.862 -1.293 0.11
H 3.136 -5.067 1.005 0.11
H 1.158 -3.697 1.514 0.10
H -1.805 -4.495 1.455 0.11
H -2.422 -4.617 3.844 0.11
H -2.207 -2.601 5.260 0.11
H -1.174 -0.569 4.353 0.09
H 0.547 1.222 4.513 0.09
H -0.748 2.969 5.628 0.11
H -2.309 4.381 4.320 0.11
H -2.426 4.110 1.878 0.12
H -3.575 1.707 1.281 0.11
H -5.936 2.153 0.796 0.11
H -6.562 3.533 -1.159 0.11
H -4.795 4.429 -2.643 0.11
H -2.455 3.989 -2.169 0.08
H -0.847 4.796 -1.903 0.08
H 0.923 6.429 -2.178 0.11
H 2.958 6.317 -0.777 0.11
H 3.087 4.653 1.056 0.11
H 1.233 3.093 1.427 0.09
H 1.057 -0.755 4.524 0.07
H 2.857 -1.823 5.745 0.11
H 4.856 -2.660 4.531 0.11
H 4.977 -2.356 2.094 0.10
H 4.070 1.007 1.823 0.10
H 5.891 2.644 1.923 0.10
H 7.930 2.309 0.568 0.10
H 8.159 0.297 -0.839 0.11
H 6.282 -1.301 -1.018 0.10
H 3.155 -1.757 -2.501 0.10
H 2.848 -0.261 -4.437 0.12
H 2.410 2.146 -4.072 0.12
H 2.149 3.015 -1.783 0.09
H 2.515 1.548 0.151 0.08
C -0.421 0.101 -2.680 -0.20
C -1.814 -0.160 -3.107 -0.30
C -2.244 -1.457 -3.391 -0.05
C -3.530 -1.706 -3.812 -0.02
C -4.429 -0.648 -3.955 -0.24
C -4.000 0.660 -3.723 -0.01
C -2.704 0.894 -3.319 -0.03
C -5.767 -0.896 -4.334 -0.19
N -6.859 -1.095 -4.619 0.17
H -0.113 1.099 -3.010 0.06
H 0.242 -0.638 -3.141 0.06
H -1.545 -2.277 -3.277 0.10
H -3.847 -2.712 -4.042 0.13
H -4.683 1.480 -3.886 0.12
H -2.357 1.908 -3.180 0.10



35
Properties=species:S:1:pos:R:3:lowdin_charge:R:1 method="wB97M-V/def2-TZVPD" charge=-2 e_homo_ev=-0.4195
Zn 12.956 6.821 -15.449 0.71
C 14.057 5.937 -13.412 -0.91
O 14.528 5.434 -12.351 -0.13
O 13.289 5.228 -14.229 -0.18
O 14.156 7.158 -13.763 -0.12
C 13.647 7.833 -17.633 -0.93
O 13.148 8.599 -16.714 -0.14
O 14.222 6.813 -17.103 -0.13
O 13.634 8.089 -18.885 -0.14
C 10.635 8.769 -14.413 -0.62
O 11.297 7.829 -14.814 0.04
N 10.422 9.892 -15.172 0.17
N 9.991 8.745 -13.229 0.16
H 10.631 9.772 -16.152 0.10
H 9.931 10.707 -14.871 0.08
H 9.604 9.565 -12.806 0.08
H 10.104 7.932 -12.646 0.11
C 10.822 5.622 -17.671 -0.62
O 11.316 5.869 -16.578 0.03
N 10.468 4.344 -18.003 0.15
N 10.835 6.492 -18.730 0.18
H 10.224 4.178 -18.956 0.08
H 10.648 3.668 -17.278 0.10
H 10.558 6.275 -19.662 0.08
H 11.160 7.426 -18.515 0.09
C 14.037 2.636 -16.962 -0.27
C 14.697 3.621 -17.936 -0.30
O 15.589 4.498 -17.337 -0.08
O 13.114 3.257 -16.085 -0.10
H 14.735 1.996 -16.411 0.10
H 13.409 1.961 -17.558 0.09
H 13.823 4.161 -18.329 0.11
H 15.154 3.108 -18.794 0.10
H 15.180 5.399 -17.336 0.05
H 13.496 4.026 -15.608 0.05



76
Properties=species:S:1:pos:R:3:lowdin_charge:R:1 method="wB97M-V/def2-TZVPD" charge=0 e_homo_ev=-8.5735
Zr 0.329 -1.629 1.011 1.34
N -2.822 -0.623 2.497 0.17
C -2.729 -0.713 1.129 -0.42
N -3.712 -0.510 0.266 0.05
N -3.146 -0.613 -0.929 -0.03
N -1.900 -0.866 -0.831 -0.07
N -1.567 -0.947 0.475 -0.20
C -1.693 -0.696 3.262 -0.42
N -1.485 -0.178 4.465 0.06
N -0.245 -0.514 4.774 -0.05
N 0.301 -1.197 3.840 -0.05
N -0.599 -1.368 2.844 -0.18
H -3.650 -0.208 2.892 0.16
S -0.211 -3.543 -0.503 0.65
C 1.422 -4.076 -0.849 -0.64
C 1.577 -5.373 -1.333 -0.05
C 2.825 -5.892 -1.651 -0.18
C 2.944 -7.198 -2.175 -0.18
N 3.050 -8.250 -2.619 0.18
C 3.971 -5.091 -1.467 -0.18
C 3.819 -3.784 -1.023 -0.06
C 2.569 -3.258 -0.712 -0.66
S 2.524 -1.585 -0.194 0.62
C 5.270 -5.604 -1.674 -0.18
N 6.334 -6.017 -1.786 0.18
H 0.693 -5.980 -1.466 0.12
H 4.687 -3.147 -0.916 0.12
C 2.575 -4.791 3.209 -0.13
C 1.157 -4.967 3.740 -0.14
C 0.339 -4.231 2.681 -0.19
O 1.228 -3.245 2.098 -0.43
C 2.509 -3.339 2.754 -0.18
H 2.741 -5.445 2.351 0.12
H 3.343 -4.977 3.954 0.12
H 1.061 -4.462 4.701 0.12
H 0.854 -6.006 3.846 0.12
H -0.538 -3.724 3.107 0.11
H 0.010 -4.903 1.876 0.10
H 2.522 -2.654 3.613 0.12
H 3.287 -3.062 2.039 0.10
Cl -1.197 6.260 -6.942 0.70
C -1.078 5.616 -5.351 -0.67
C -0.698 6.439 -4.301 -0.09
C -0.590 5.900 -3.032 -0.02
C -0.846 4.557 -2.797 -0.20
C -0.658 3.969 -1.416 -0.30
C 0.799 3.440 -1.314 -0.04
N 0.947 2.473 -0.258 -0.04
C 1.419 2.695 1.001 -0.03
C 1.298 1.515 1.677 -0.10
N 0.750 0.580 0.844 -0.13
C 0.556 1.190 -0.316 -0.15
O -0.887 4.944 -0.424 -0.11
C -1.740 4.562 0.643 -0.15
C -3.065 4.016 0.207 -0.34
C -3.979 4.704 -0.541 -0.96
Cl -3.786 6.296 -1.129 0.70
S -5.394 3.760 -0.870 1.02
C -4.746 2.430 0.005 -0.41
C -3.519 2.709 0.507 -0.16
C -1.226 3.749 -3.866 -0.58
Cl -1.547 2.064 -3.615 0.75
C -1.348 4.272 -5.143 -0.12
H -0.486 7.481 -4.478 0.11
H -0.312 6.523 -2.198 0.12
H -1.354 3.131 -1.292 0.11
H 1.449 4.295 -1.118 0.15
H 1.073 2.980 -2.265 0.14
H 1.796 3.647 1.310 0.13
H 1.565 1.283 2.692 0.11
H 0.147 0.715 -1.201 0.13
H -1.881 5.487 1.210 0.14
H -1.241 3.822 1.284 0.12
H -5.283 1.506 0.074 0.05
H -2.934 2.014 1.079 0.09
H -1.644 3.641 -5.965 0.11



18
Properties=species:S:1:pos:R:3:lowdin_charge:R:1 method="wB97M-V/def2-TZVPD" charge=0 smiles="C[P@@]1(=O)CC[C@H](F)C1" e_homo_ev=-9.8077
C 1.949 0.754 -0.614 -0.17
P 1.056 -0.712 0.091 0.67
O 1.859 -1.868 0.477 -0.35
C -0.065 -0.252 1.471 -0.22
C -1.144 0.603 0.864 -0.20
C -1.608 -0.009 -0.446 -0.42
F -2.588 -0.894 -0.143 0.02
C -0.464 -0.732 -1.154 -0.16
H 2.504 1.331 0.140 0.05
H 2.711 0.384 -1.276 0.03
H 1.268 1.369 -1.250 0.06
H 0.415 0.142 2.338 0.09
H -0.453 -1.180 1.750 0.08
H -1.981 0.802 1.410 0.08
H -0.879 1.654 0.796 0.12
H -1.871 0.814 -1.143 0.15
H -0.537 -1.905 -1.253 0.13
H -0.175 -0.299 -2.058 0.04



no.,Kohn-Sham gap (eV)
1,7.4
2,5.0
3,7.8
4,10.6